A molecular structure, C34H52N3O5OsPSb. Source: the Open Molecules 2025 dataset; level of theory: wB97M-V/def2-TZVPD.

XYZ file:
```
97
Properties=species:S:1:pos:R:3:forces:R:3
Os 0.057029 0.182450 -2.095613 -0.024 -0.237 0.243
Sb -0.232111 0.282529 2.626277 -0.005 0.011 0.180
P 0.435266 -2.142508 -1.936151 0.239 0.212 -0.367
O -0.530067 -3.320395 -1.530150 -0.492 -0.021 0.257
O -1.424153 7.250701 -1.165582 0.030 -0.079 0.132
O 0.759969 -2.274574 -3.475018 0.075 -0.139 -0.230
O 0.881731 7.087166 -1.332697 -0.044 -0.070 0.135
O 1.723328 -2.537278 -1.103968 0.044 0.059 0.342
N -2.040541 0.369216 -2.196850 0.037 0.064 -0.187
N 2.074430 0.792960 -2.236548 0.078 0.026 -0.236
N -0.146685 2.164048 -2.555553 -0.030 0.075 -0.059
C 0.863914 4.256725 -2.985714 -0.073 0.182 -0.036
C -1.591069 -3.974491 -2.290269 0.191 -0.055 -0.130
C -2.455286 1.620579 -2.564053 0.243 -0.005 0.077
C -3.084065 0.471771 1.788541 -0.128 0.123 -0.027
C 0.895365 -1.650609 4.649291 -0.080 -0.106 0.248
C -1.578318 3.993179 -2.987668 0.036 0.242 -0.041
C 1.905576 -3.702214 -0.239615 0.036 -0.061 -0.092
C -0.333176 0.312032 5.675831 0.014 -0.252 0.236
C 4.595289 1.893232 -2.643183 0.055 0.056 -0.012
C 0.962929 2.901900 -2.700791 0.082 -0.270 0.103
C -2.430924 2.204264 3.510255 -0.143 0.081 -0.070
C 1.706563 1.272725 2.313817 -0.179 -0.113 0.017
C 1.366547 -3.303930 -4.339492 -0.006 0.038 0.064
C 2.218707 2.121162 -2.550636 -0.226 -0.118 0.064
C -0.419579 4.719253 -3.103616 -0.017 -0.083 -0.005
C 2.648388 0.153989 1.870344 0.163 0.127 -0.003
C 1.706632 -4.596998 -3.643438 0.013 0.012 0.023
C -4.311537 -0.374055 -2.247976 -0.053 -0.026 0.033
C -1.388192 2.649980 -2.711672 -0.041 -0.325 0.091
C 4.453854 0.555894 -2.332086 0.040 -0.043 0.020
C -0.270310 7.182030 -1.227473 0.019 0.164 -0.248
C 2.144913 1.893479 3.637617 0.139 0.069 -0.074
C -1.631449 -1.560860 4.563747 0.060 -0.112 0.266
C -2.027041 1.485199 2.227707 0.156 -0.143 -0.033
C -2.964137 -0.588890 -2.036132 0.053 0.124 0.022
C -1.739000 -5.384444 -1.783644 0.038 -0.037 0.038
C 3.185022 0.041521 -2.135487 -0.152 0.067 0.042
C 1.584056 2.329880 1.223885 0.152 0.002 0.001
C -0.338182 -0.761289 4.595671 0.058 0.299 -0.578
C -3.782853 1.892829 -2.796483 -0.138 0.070 0.002
C -4.726658 0.883353 -2.644900 -0.072 0.037 -0.021
C 3.456364 2.683414 -2.750097 0.125 0.090 0.003
C -1.746103 2.473312 1.101711 -0.163 0.040 -0.001
C 1.272946 -3.483946 1.111069 -0.055 0.043 0.020
H -2.789340 -0.054284 0.876175 0.012 0.015 0.007
H 0.191891 -3.353926 1.023722 0.045 -0.024 0.001
H -1.641575 2.845787 3.906724 -0.004 -0.012 -0.016
H -2.521850 -5.891528 -2.348451 0.009 0.010 0.011
H 2.327617 -0.303859 0.930262 -0.010 0.008 -0.001
H -2.515519 -3.422969 -2.142690 -0.046 0.049 -0.001
H -5.772885 1.084653 -2.835880 0.015 0.001 0.002
H 1.706361 -2.606895 1.593781 0.004 -0.012 0.005
H -2.513508 -0.922953 4.512402 -0.002 0.004 0.004
H -3.289581 2.848267 3.287868 0.024 -0.021 0.012
H -0.326923 -0.204304 6.643792 -0.012 0.027 -0.025
H -2.587714 -1.544392 -1.717041 0.049 -0.075 0.022
H 2.255865 -2.836309 -4.754007 0.010 0.036 -0.017
H -1.701305 -2.126261 5.499567 -0.015 0.018 -0.035
H 0.650960 -3.451911 -5.143881 -0.050 -0.001 -0.001
H 2.591163 2.694919 0.990403 -0.030 -0.017 0.001
H 0.826733 -2.266587 5.552225 0.031 0.026 -0.010
H 1.727094 4.899318 -3.096814 -0.041 0.013 -0.009
H -5.014897 -1.183358 -2.108343 0.014 0.013 -0.008
H -2.748210 1.510644 4.287442 -0.002 -0.003 -0.002
H 1.422312 2.611738 4.029958 0.008 -0.005 -0.024
H -3.303716 -0.269143 2.556429 0.004 -0.005 -0.008
H 0.553780 0.941018 5.651425 0.006 0.002 -0.004
H -2.699448 2.919183 0.793697 0.032 -0.020 0.013
H -1.656940 -2.283580 3.746777 0.002 0.007 -0.012
H -4.089916 2.882378 -3.104359 -0.017 -0.025 0.001
H 3.036390 -0.996581 -1.877377 -0.017 0.020 -0.030
H -2.559116 4.437317 -3.094849 0.039 0.021 -0.032
H -1.330121 -3.943573 -3.349141 0.005 0.018 0.011
H -2.016868 -5.390797 -0.730087 0.004 -0.009 -0.012
H -0.814102 -5.947466 -1.905276 -0.021 -0.014 -0.002
H 2.346456 1.142018 4.400036 -0.005 0.002 -0.007
H 1.463080 -4.352395 1.743809 0.001 0.020 -0.011
H 0.833588 -5.059836 -3.186203 -0.016 -0.019 -0.005
H 2.090864 -5.292594 -4.390481 0.000 0.017 0.004
H -1.097506 3.288532 1.413398 0.017 0.008 0.012
H 2.984114 -3.811065 -0.159374 0.026 -0.012 -0.016
H 1.819519 -1.076921 4.724238 -0.008 -0.001 -0.020
H 3.646363 0.580008 1.714031 -0.037 -0.020 0.012
H 1.154426 1.925749 0.302451 -0.007 -0.011 -0.011
H 5.311159 -0.097380 -2.247550 -0.013 0.010 0.009
H 2.748652 -0.629714 2.622444 -0.005 0.005 -0.012
H 5.574397 2.324164 -2.808306 -0.018 -0.006 0.000
H -1.219835 0.939391 5.657569 -0.023 0.018 -0.008
H -4.016542 1.008216 1.579469 0.029 -0.022 0.015
H 1.502950 -4.579681 -0.739055 -0.031 0.002 -0.005
H 3.544325 3.731269 -2.999372 0.016 -0.019 -0.008
H 2.480681 -4.461055 -2.889974 0.014 -0.006 -0.010
H 3.080800 2.438657 3.469784 -0.021 -0.029 0.006
H 0.958858 -2.331769 3.800128 -0.016 -0.009 0.006
H -1.306606 1.986716 0.226000 -0.002 -0.008 -0.017
H 0.996262 3.188809 1.539255 -0.004 0.016 0.018
```
Forces are in eV/Å.

**E_HOMO (alpha / beta)**: -16.18 / -16.59 eV
**E_LUMO (alpha / beta)**: -8.898 / -9.874 eV
**Charge**: +3
**Spin multiplicity**: 5
**⟨S²⟩**: 6.021

Here are the Löwdin charges for atoms 1 to 5, given in e: Os 1.241; Sb 1.812; P 0.519; O -0.279; O 0.217